[1]
C37H56N2O19P4S2 | wB97M-V/def2-TZVPD

The strongest force on any atom is 7.19 eV Å⁻¹. As for the total energy: -5144.2599 a.u. The value obtained for the frontier orbital gap is 0.224 Eh. As for the SMILES: O=C1OC(=O)C(c2ccccn2)=C1CCCSC(=S)N(c1ccccc1)c1ccccc1.COP(=O)(OC)OC.COP(=O)(OC)OC.COP(=O)(OC)OC.COP(=O)(OC)OC.

```
120
C37H56N2O19P4S2, DFT wB97M-V/def2-TZVPD
O 0.4372 -1.6874 2.1684
C 1.3167 -0.9080 2.1690
O 1.5405 0.1110 1.2559
C 2.8821 -0.1362 0.9262
O 3.3405 -0.1607 -0.1520
C 3.4903 -0.4324 2.2777
C 4.9350 -0.2303 2.5867
C 5.7082 -1.3545 2.8034
C 7.0667 -1.2120 3.0557
C 7.5293 0.0956 3.0612
C 6.6404 1.1305 2.8641
N 5.3324 1.0443 2.6212
C 2.5356 -0.8816 3.0934
C 2.6704 -1.2634 4.5426
C 1.4855 -2.0386 5.1549
C 0.4846 -1.1369 5.8842
S -0.5813 -0.1357 4.8093
C -2.2579 -0.6643 5.1539
S -2.8525 -0.8550 6.6378
N -3.0730 -0.9207 3.9977
C -2.8489 -2.2092 3.4174
C -3.6613 -2.6309 2.3696
C -3.4941 -3.8444 1.7462
C -2.4880 -4.7189 2.1488
C -1.7069 -4.3286 3.2201
C -1.8792 -3.1002 3.8461
C -2.8533 0.1839 3.0831
C -3.1077 1.4671 3.5633
C -2.8789 2.5620 2.7514
C -2.3848 2.4359 1.4614
C -2.1485 1.1596 0.9726
C -2.3754 0.0662 1.7897
H 5.2554 -2.3356 2.7741
H 7.6963 -2.0775 3.1974
H 8.5768 0.3086 3.2197
H 7.0390 2.1407 2.9079
H 2.8193 -0.3481 5.1204
H 3.5503 -1.9045 4.5984
H 1.0010 -2.7130 4.4501
H 1.9119 -2.6780 5.9332
H 1.0298 -0.4294 6.5188
H -0.1145 -1.7291 6.5773
H -4.4518 -1.9851 2.0044
H -4.1050 -4.1563 0.9095
H -2.3128 -5.6643 1.6573
H -0.9203 -4.9816 3.5793
H -1.2046 -2.8726 4.6575
H -3.4674 1.6536 4.5671
H -3.0528 3.5693 3.1114
H -2.1789 3.2879 0.8293
H -1.7605 1.0234 -0.0261
H -2.1545 -0.9095 1.3801
C -2.0670 -2.8191 -3.2625
O -3.3591 -3.4207 -3.4047
P -3.4856 -4.9756 -2.8879
O -2.6925 -5.0241 -1.6434
O -2.6725 -5.5602 -4.1956
C -2.9263 -5.0404 -5.5055
O -4.3528 -6.3828 -2.7542
C -5.4229 -6.6288 -3.6864
H -2.0440 -1.9656 -3.9391
H -1.9268 -2.4693 -2.2427
H -1.2744 -3.5161 -3.5322
H -2.0952 -4.4037 -5.8113
H -3.8476 -4.4616 -5.5503
H -3.0017 -5.8787 -6.1978
H -5.0238 -6.7948 -4.6898
H -6.1286 -5.7978 -3.7028
H -5.9462 -7.5244 -3.3631
C -2.6985 4.2343 -3.8079
O -3.9588 3.5726 -3.9506
P -4.0191 2.0291 -3.3853
O -3.2525 2.0614 -2.1237
O -3.1486 1.4531 -4.6564
C -3.4020 1.9185 -5.9898
O -4.8069 0.5793 -3.2207
C -5.8408 0.2394 -4.1624
H -2.6998 5.0652 -4.5119
H -2.5908 4.6211 -2.7971
H -1.8710 3.5669 -4.0436
H -2.5995 2.5911 -6.2946
H -4.3536 2.4418 -6.0684
H -3.4154 1.0592 -6.6601
H -5.4123 0.0633 -5.1521
H -6.5936 1.0259 -4.2209
H -6.3166 -0.6745 -3.8168
C 2.3944 2.2624 -7.5163
O 2.3948 3.1112 -8.6665
P 0.9407 3.7929 -9.0552
O 0.4254 4.1447 -7.7079
O 0.3164 2.3920 -9.6374
C 1.0924 1.5576 -10.5097
O -0.1180 4.7290 -9.9327
C 0.1056 4.8953 -11.3477
H 3.2814 1.6339 -7.5916
H 2.4552 2.8591 -6.6100
H 1.5075 1.6307 -7.4890
H 1.4335 0.6792 -9.9616
H 1.9586 2.0769 -10.9166
H 0.4550 1.2355 -11.3322
H -0.0608 3.9523 -11.8741
H 1.1151 5.2553 -11.5459
H -0.6051 5.6319 -11.7124
C 4.5048 0.8943 10.2857
O 3.9619 2.0856 9.7153
P 3.6011 2.0059 8.1103
O 3.0146 0.6601 7.9352
O 5.1970 2.0769 7.7046
C 6.0824 2.9879 8.3680
O 3.1907 2.6913 6.6588
C 3.3960 4.1055 6.4661
H 5.0049 1.1888 11.2078
H 3.7077 0.1928 10.5203
H 5.2281 0.4286 9.6172
H 6.7237 2.4357 9.0560
H 5.5468 3.7547 8.9248
H 6.7053 3.4687 7.6143
H 4.4636 4.3343 6.4384
H 2.9139 4.6824 7.2550
H 2.9521 4.3775 5.5127
```

These are the Löwdin partial charges, in e, on atoms 1 to 2: number 1, O, carries 0.18; number 2, C, carries -0.41


[2]
C2H9NS | wB97M-V/def2-TZVPD

As for the spin multiplicity: 2. The strongest force on any atom is 1.54 eV Å⁻¹. Its charge is +1. As for the total energy: -534.1492 a.u. The value obtained for the frontier orbital gap (spin up / spin down) is 0.350 / 0.186 Eh. As for the relative energy (zero: lowest compared OMol25 entry of this formula, charge and spin): 196.0 kJ/mol.

```
13
C2H9NS, DFT wB97M-V/def2-TZVPD
N -3.0393 0.7313 0.9336
H -3.2740 -0.2363 1.0867
H 0.1174 -2.7394 3.0907
H -2.7949 1.0683 1.8657
H -3.7994 1.3380 0.6648
C 0.9602 -1.1179 -0.2069
C -0.1932 -0.2063 -0.2383
S 1.4395 0.5268 -0.7949
H 0.6251 -2.1945 3.2103
H 1.1221 -1.8982 -0.9420
H 1.2473 -1.3781 0.8113
H -0.9642 -0.3078 -0.9725
H -0.4466 0.3059 0.6720
```

These are the Löwdin partial charges, in e, on atoms 1 to 2: number 1, N, carries 0.01; number 2, H, carries 0.02


[3]
C6H10O2 | wB97M-V/def2-TZVPD

The strongest force on any atom is 4.88 eV Å⁻¹. As for the total energy: -385.0195 a.u. The value obtained for the frontier orbital gap is 0.316 Eh. As for the SMILES: CC1=C(CO)CCO1. As for the relative energy (zero: lowest compared OMol25 entry of this formula, charge and spin): 217.8 kJ/mol.

```
18
C6H10O2, DFT wB97M-V/def2-TZVPD
C 1.6885 1.7923 -0.1069
C 1.0051 0.4704 0.0597
C -0.3778 0.0594 0.1441
C -1.7782 0.8505 -0.0103
C -0.4321 -1.4554 -0.2037
C 1.0481 -1.8021 0.1053
H 2.2290 1.8699 0.8860
H 0.9284 2.5364 -0.0970
H 2.4054 1.7533 -0.9511
H -1.6383 1.3625 -0.9475
H -2.0396 1.5827 0.8524
H -3.0989 -0.2482 0.7330
H -0.5398 -1.5396 -1.2962
H -1.0729 -2.0252 0.3935
H 1.2093 -1.8674 1.1534
H 1.4601 -2.6874 -0.3672
O -2.8356 -0.0694 -0.1775
O 1.8392 -0.5827 -0.1701
```

These are the Löwdin partial charges, in e, on atoms 1 to 2: number 1, C, carries -0.01; number 2, C, carries -0.31


[4]
C37H40ClNOS | wB97M-V/def2-TZVPD

The strongest force on any atom is 0.95 eV Å⁻¹. As for the total energy: -2422.2649 a.u. The value obtained for the frontier orbital gap is 0.309 Eh. As for the SMILES: CCCCOc1cccc2c1N(CCCCl)c1ccccc1S2.c1ccccc1.c1ccccc1.c1ccccc1. As for the relative energy (zero: lowest compared OMol25 entry of this formula, charge and spin): 0.0 kJ/mol.

```
81
C37H40ClNOS, DFT wB97M-V/def2-TZVPD
C 0.2672 -0.0571 -2.7620
C -0.0660 -0.0136 -1.2638
C -0.3493 -1.4277 -0.7252
C 0.9508 -2.0697 -0.2749
O 0.7544 -3.4827 -0.1045
C 1.8260 -4.2510 -0.4825
C 1.7717 -4.9460 -1.6810
C 2.8377 -5.7324 -2.0982
C 3.9727 -5.8174 -1.3053
C 4.0034 -5.1398 -0.0885
C 2.9468 -4.3585 0.3521
N 2.8975 -3.6603 1.5861
C 1.9898 -4.2808 2.5821
C 1.0092 -3.2582 3.1884
C -0.4336 -3.7108 3.0835
Cl -1.5090 -2.2743 3.3199
C 4.1420 -3.2361 2.1329
C 4.1505 -2.0931 2.9357
C 5.3228 -1.6614 3.5482
C 6.5216 -2.3413 3.3498
C 6.5327 -3.4559 2.5233
C 5.3491 -3.8975 1.9292
S 5.4404 -5.3552 0.9265
H -0.0103 0.8604 -3.2696
H 1.3302 -0.2430 -2.8841
H -0.2480 -0.8797 -3.2452
H -0.9056 0.6430 -1.0544
H 0.7829 0.3731 -0.7044
H -0.7803 -2.0644 -1.4934
H -1.0530 -1.4271 0.1045
H 1.7583 -1.8684 -0.9746
H 1.2221 -1.6257 0.6812
H 0.8905 -4.8599 -2.2974
H 2.7894 -6.2524 -3.0391
H 4.8179 -6.4095 -1.6144
H 2.5650 -4.7605 3.3689
H 1.3881 -5.0064 2.0480
H 1.1047 -2.3174 2.6639
H 1.2300 -3.0454 4.2333
H -0.6744 -4.0819 2.0973
H -0.7141 -4.4118 3.8573
H 3.2454 -1.5276 3.0813
H 5.3212 -0.7800 4.1701
H 7.4214 -1.9921 3.8246
H 7.4588 -3.9811 2.3508
C 2.2090 2.4726 1.7793
C 2.3049 1.5231 2.7873
C 1.1996 0.7522 3.1218
C 0.0004 0.9262 2.4450
C -0.0953 1.8754 1.4365
C 1.0082 2.6504 1.1053
H 3.0701 3.0744 1.5189
H 3.2421 1.3841 3.3118
H 1.2696 0.0132 3.9113
H -0.8548 0.3170 2.7021
H -1.0291 2.0071 0.9047
H 0.9336 3.3913 0.3196
C -3.6182 0.9909 -2.7681
C -3.5869 2.3511 -2.4942
C -3.9854 3.2636 -3.4612
C -4.4219 2.8147 -4.7001
C -4.4548 1.4542 -4.9732
C -4.0502 0.5420 -4.0083
H -3.3046 0.2783 -2.0153
H -3.2514 2.7003 -1.5253
H -3.9574 4.3252 -3.2485
H -4.7363 3.5262 -5.4527
H -4.7954 1.1045 -5.9393
H -4.0710 -0.5188 -4.2227
C -5.7183 6.0733 -1.1324
C -4.4011 6.4315 -0.8802
C -4.0397 7.7710 -0.8430
C -4.9977 8.7533 -1.0522
C -6.3153 8.3956 -1.3023
C -6.6753 7.0557 -1.3448
H -5.9986 5.0279 -1.1645
H -3.6546 5.6651 -0.7123
H -3.0116 8.0496 -0.6507
H -4.7170 9.7981 -1.0205
H -7.0623 9.1619 -1.4646
H -7.7020 6.7768 -1.5436
```

These are the Löwdin partial charges, in e, on atoms 1 to 2: number 1, C, carries -0.09; number 2, C, carries -0.25


- Which value of strongest force on any atom does entry 4 give?
  0.95 eV Å⁻¹